{"formula": "C6H5FN2O2", "method": "ωB97M-V/def2-TZVPD", "gap_ha": 0.371, "total_charge": 0, "elements": ["C", "C", "C", "C", "C", "C", "N", "N", "O", "O", "F", "H", "H", "H", "H", "H"], "coordinates": [[1.551430, 2.373417, -0.291303], [2.061322, -2.009190, 0.516274], [-2.576946, -0.264739, -0.562334], [-1.580636, 0.246870, 0.190430], [-0.381065, -0.324646, 0.779393], [1.280587, 0.008300, -0.312471], [1.368910, 3.429341, -0.749461], [1.990913, -3.050236, 0.972970], [1.747313, 1.230909, 0.133194], [2.306817, -0.856630, -0.041042], [0.968190, 0.005306, -1.621495], [-3.446904, 0.467931, -0.829894], [-2.737519, -1.128982, -1.090755], [-1.945470, 1.180710, 0.560961], [-0.495014, -1.345120, 0.607334], [-0.111928, 0.036759, 1.738199]], "atomic_forces_ev_per_a": [[-1.3, 4.0, -2.7], [0.2, 1.3, -0.8], [-0.8, 3.7, 0.2], [-2.1, 0.6, -0.4], [2.4, 0.5, -3.5], [-4.8, -0.1, 1.6], [0.3, -1.3, 0.9], [-0.2, -1.1, 0.6], [1.7, -2.5, 1.7], [0.5, -0.5, 0.0], [0.5, 0.1, 0.7], [1.6, -1.3, 0.9], [0.5, -2.5, -0.8], [0.7, 0.9, 0.3], [0.5, -2.0, 0.6], [0.3, 0.1, 0.8]]}

=====

{"formula": "C6H5FS", "method": "ωB97M-V/def2-TZVPD", "gap_ha": 0.344, "total_charge": 0, "elements": ["C", "C", "C", "C", "C", "C", "H", "H", "H", "H", "H", "F", "S"], "coordinates": [[-2.073483, -0.086979, 0.325943], [-0.970425, -0.839955, -0.179359], [0.355948, -0.868713, 0.704800], [1.266443, 0.295207, 0.732448], [1.031776, 1.578643, 0.247345], [0.801664, 2.571325, -0.369557], [-2.268706, 0.615841, 1.352768], [-0.963764, -1.396768, -1.414522], [0.406344, -1.380946, 1.788447], [2.189895, 0.205181, 1.370504], [0.667952, 3.447821, -1.251946], [-3.359353, 0.011009, -0.292321], [1.733183, -1.092961, -0.499005]], "atomic_forces_ev_per_a": [[0.1, -0.1, 0.3], [-2.6, 1.4, -0.1], [-0.9, -1.0, 0.6], [2.6, -1.5, 0.2], [-0.5, 0.3, -0.7], [-0.6, 4.0, -3.9], [1.4, -2.4, -2.9], [-0.2, 1.9, 4.6], [-0.5, 0.5, -2.9], [-1.6, 0.2, 0.1], [0.4, -2.9, 3.5], [2.7, -0.5, 0.4], [-0.3, 0.2, 0.9]]}

=====

{"formula": "C6H5FS", "method": "ωB97M-V/def2-TZVPD", "gap_ha": 0.330, "total_charge": 0, "smiles": "FC1=C[C@@H]2S[C@@H]2C=C1", "elements": ["F", "C", "C", "C", "S", "C", "C", "C", "H", "H", "H", "H", "H"], "coordinates": [[2.738046, -0.481667, -0.348156], [1.464577, -0.177120, -0.002443], [0.649561, -1.134457, 0.475077], [-0.762564, -0.775970, 0.727603], [-1.885675, -0.425353, -0.668090], [-1.214983, 0.695560, 0.569368], [-0.182368, 1.649656, 0.154039], [1.087252, 1.233567, -0.131576], [0.989136, -2.128963, 0.572671], [-1.306016, -1.366061, 1.488087], [-1.939940, 1.047451, 1.334073], [-0.371335, 2.723704, 0.139111], [1.907693, 1.917102, -0.463500]], "atomic_forces_ev_per_a": [[-0.3, 0.2, 0.1], [-0.5, 0.0, 0.3], [-0.3, 1.8, -0.7], [-0.5, 0.2, 0.4], [-0.2, -0.2, -0.4], [0.0, -0.6, 1.1], [2.0, -0.1, -0.2], [-0.2, 0.2, -0.2], [0.3, -0.9, 0.2], [0.5, 0.5, -0.4], [0.5, -0.2, -0.8], [-0.2, -0.3, 0.0], [-1.0, -0.5, 0.4]]}

=====

{"formula": "C6H5GdN2O6", "method": "ωB97M-V/def2-TZVPD", "gap_ha": [0.272, 0.270], "multiplicity": 8, "s_squared": 15.816, "total_charge": 2, "elements": ["O", "C", "Gd", "C", "O", "C", "O", "C", "O", "C", "O", "H", "N", "C", "N", "O", "H", "H", "H", "H"], "coordinates": [[-0.020210, 2.998370, -1.116530], [-0.012510, 1.850570, -1.075130], [-0.000010, 0.000070, -1.041130], [0.012290, -1.862530, -1.127730], [0.019890, -3.005730, -1.181930], [-0.000310, -0.003530, -3.169230], [-0.086010, -0.983530, -3.862830], [1.836890, 0.004470, -1.284230], [2.978290, 0.031370, -1.418330], [-1.837010, -0.019730, -1.283530], [-2.978710, -0.008830, -1.416130], [0.087290, 0.999970, -3.649530], [1.174590, 0.020670, 2.900870], [-0.000010, 0.000070, 2.229870], [-1.174610, -0.020930, 2.900970], [-0.000010, 0.000070, 0.958870], [1.195190, 0.020870, 3.931270], [2.067690, 0.036570, 2.386570], [-2.067610, -0.036830, 2.386470], [-1.195110, -0.021430, 3.931370]], "atomic_forces_ev_per_a": [[0.1, -2.4, 0.3], [-0.3, 18.5, -1.1], [0.0, -0.3, 11.9], [0.3, -17.6, -1.8], [-0.1, 2.2, 0.4], [-0.5, -2.5, -7.6], [0.3, 2.1, 1.6], [16.4, -0.1, -4.5], [-2.4, 0.0, 1.0], [-16.2, 0.0, -4.4], [2.3, -0.1, 0.9], [0.1, 0.3, -0.1], [-0.7, 0.0, -0.3], [0.0, 0.0, 3.1], [0.7, 0.0, -0.3], [0.0, 0.0, 1.6], [0.1, 0.0, -0.9], [-0.9, 0.0, 0.6], [0.9, 0.0, 0.6], [-0.1, 0.0, -0.9]]}

=====

{"formula": "C6H5HfO6", "method": "ωB97M-V/def2-TZVPD", "gap_ha": 0.149, "total_charge": 3, "elements": ["O", "C", "Hf", "O", "C", "C", "O", "C", "O", "C", "O", "H", "C", "O", "H", "H", "H", "H"], "coordinates": [[-3.746121, -4.222395, -1.374613], [-3.019396, -3.569688, -0.771573], [0.179359, -0.113821, -0.172404], [-1.384784, -2.312319, 1.666305], [-0.829021, -1.522662, 0.982707], [0.758501, 0.967798, -1.895898], [1.100571, 1.594154, -2.829108], [-1.534858, 1.091249, -0.106142], [-2.485838, 1.791236, -0.034499], [1.484685, -1.629513, -0.812509], [2.210124, -2.489125, -1.156602], [-0.830843, -0.888383, -1.446909], [1.100204, 2.185432, 1.374885], [1.547672, 0.832380, 1.393777], [0.084541, 2.245682, 1.882536], [1.054141, 2.654347, 0.349779], [1.882208, 2.671523, 2.006905], [2.428855, 0.714106, 0.943365]], "atomic_forces_ev_per_a": [[2.3, 2.1, 2.0], [-2.3, -2.0, -2.0], [3.4, 3.6, 4.8], [3.9, 5.5, -4.7], [-6.9, -9.5, 7.3], [3.1, 6.0, -10.1], [-2.2, -3.9, 5.8], [-11.2, 7.4, 0.1], [6.5, -4.8, -0.5], [7.4, -9.4, -4.2], [-4.6, 5.5, 2.2], [-0.1, -0.4, -0.4], [-0.5, 2.2, 0.9], [0.6, -3.0, -2.4], [1.3, -0.1, -0.3], [0.2, -0.3, 0.7], [-1.0, 0.6, -0.5], [-0.1, 0.6, 1.4]]}

=====

{"formula": "C6H5N", "method": "ωB97M-V/def2-TZVPD", "gap_ha": 0.371, "total_charge": 0, "smiles": "C#C[C@@H]1N[C@@H]1C#C", "elements": ["C", "C", "C", "N", "C", "C", "C", "H", "H", "H", "H", "H"], "coordinates": [[-2.204684, 0.669163, 1.106147], [-1.374081, 0.094104, 0.432778], [-0.548083, -0.817388, -0.373204], [0.337522, -1.712264, 0.331315], [0.949591, -0.735890, -0.598555], [1.326358, 0.596466, -0.360058], [1.580187, 1.772495, -0.413885], [-2.912605, 1.214518, 1.705532], [-1.033018, -1.152389, -1.263109], [0.423337, -1.403982, 1.290395], [1.368742, -1.222192, -1.494458], [2.086730, 2.697356, -0.362894]], "atomic_forces_ev_per_a": [[0.9, -0.4, -0.6], [-0.5, 0.3, 0.2], [-0.7, 0.0, 0.1], [0.6, 0.2, -0.3], [-1.2, -0.5, -0.2], [1.4, 1.3, 0.3], [0.4, -0.7, 0.3], [0.3, -0.2, -0.3], [-0.7, -0.8, -0.1], [0.0, 0.1, 0.2], [-0.4, 0.4, 0.5], [-0.2, 0.5, 0.0]]}

=====

Energy above the lowest of the compared OMol25 structures with the same formula, charge and spin, respectively: 345.7; 648.9; 132.9; 2153.5; 0.0; 415.1 kJ/mol.